DFT (ωB97M-V with the def2-TZVPD basis set) results for a cluster of 4 separate species, C36H45NO10 in total in a non-equilibrium geometry.

Its SMILES is COCCCc1c(CCCCNC(C)=O)ccc2c1C(=O)c1ccccc1C2=O.O=C1CCCO1.O=C1CCCO1.O=C1CCCO1. As for the total charge: 0. For the orbital gap, the calculation gives 7.14 eV.

Last column: Mulliken charge in e.
Element x y z (Å)
C  4.6884  3.4459  -0.1407  -0.495
O  3.7646  2.4948  0.5418  -0.343
C  2.3833  3.0055  0.5428  0.136
C  1.3413  1.9758  -0.2518  0.094
C  2.0853  1.4735  -1.6237  -0.636
C  1.0865  1.3803  -2.9426  0.163
C  1.2522  2.3933  -4.2632  0.228
C  2.3831  3.5893  -4.3507  0.073
C  1.5277  5.0018  -4.6155  -0.507
C  2.2287  6.2515  -3.7798  -0.846
C  1.7712  6.3003  -2.1858  0.084
N  0.3052  6.6127  -1.9773  -0.292
C  -0.1855  6.2029  -0.5964  0.492
C  -1.1078  4.8768  -0.2659  -0.545
O  0.1477  6.9733  0.4640  -0.570
C  0.1953  2.1525  -5.5298  -0.504
C  -1.0079  0.9919  -5.4904  -0.661
C  -1.1633  0.0322  -4.1533  0.105
C  -0.0905  0.2325  -2.8859  0.119
C  -0.3473  -0.7871  -1.5865  0.418
O  0.6240  -1.4108  -0.9151  -0.542
C  -1.9588  -1.0183  -1.2081  0.445
C  -2.5577  -1.0554  0.3191  -0.383
C  -4.1987  -1.2514  0.5721  -0.445
C  -5.2616  -1.3913  -0.7088  -0.382
C  -4.6697  -1.3830  -2.2434  -0.467
C  -3.0425  -1.1930  -2.4700  0.268
C  -2.3620  -1.1237  -3.9962  0.092
O  -2.7246  -1.9518  -4.9986  -0.525
H  5.1602  4.2059  0.6378  0.265
H  5.5236  2.8196  -0.7181  0.252
H  4.1375  4.0670  -0.9985  0.123
H  1.9955  3.0454  1.6712  -0.230
H  2.2803  4.1138  0.1436  0.124
H  1.2087  1.0312  0.4650  0.175
H  0.2763  2.4398  -0.4066  -0.070
H  3.0328  2.0884  -1.9310  0.343
H  2.4712  0.3637  -1.4178  0.352
H  3.2242  3.4090  -5.1441  0.340
H  2.9389  3.7739  -3.3108  -0.185
H  0.4131  4.7965  -4.2407  0.310
H  1.4327  5.2357  -5.7812  0.239
H  3.4032  6.0427  -3.7602  0.305
H  2.1065  7.2992  -4.3267  0.335
H  2.4219  7.1576  -1.6755  0.246
H  2.0844  5.2849  -1.6901  -0.225
H  -0.3118  6.1388  -2.6761  0.357
H  -2.2663  5.1270  -0.1456  0.361
H  -0.9594  4.1123  -1.1632  0.118
H  -0.7441  4.2860  0.7028  0.153
H  0.2292  2.7860  -6.5348  0.215
H  -1.7817  0.8308  -6.3675  0.304
H  -1.8653  -0.9272  1.2641  0.298
H  -4.6047  -1.2884  1.6889  0.316
H  -6.4206  -1.4924  -0.4520  0.276
H  -5.3503  -1.4743  -3.2030  0.319
O  -3.2253  -4.3184  4.0390  -0.646
C  -2.1658  -4.3892  3.4384  0.405
O  -1.5458  -3.3281  2.8435  -0.315
C  -0.3920  -3.7919  2.1440  -0.248
C  -0.0359  -5.1049  2.7907  -0.637
C  -1.3815  -5.6447  3.2048  0.349
H  -0.6476  -3.9057  1.0853  0.193
H  0.4150  -3.0592  2.2371  0.298
H  0.5191  -5.7745  2.1283  0.358
H  0.5777  -4.9253  3.6818  0.281
H  -1.8546  -6.2176  2.4025  -0.393
H  -1.3109  -6.2411  4.1174  0.353
O  -0.1844  -10.1195  1.7704  -0.601
C  -1.1913  -9.6589  1.2582  0.431
O  -1.4140  -8.3264  1.0607  -0.279
C  -2.7309  -8.1434  0.5430  -0.431
C  -3.1026  -9.4658  -0.0752  -0.568
C  -2.3751  -10.4553  0.7995  -0.318
H  -3.3958  -7.8690  1.3686  0.293
H  -2.7284  -7.3349  -0.1939  0.344
H  -4.1822  -9.6320  -0.1195  0.308
H  -2.7094  -9.5210  -1.0976  0.281
H  -2.9708  -10.7439  1.6699  0.260
H  -2.0625  -11.3364  0.2343  0.281
O  1.4309  1.7139  3.3440  -0.598
C  1.6849  2.2378  4.4161  0.574
O  1.2493  3.4767  4.7898  -0.336
C  1.8226  3.8134  6.0523  -0.415
C  2.1964  2.4976  6.6830  -0.491
C  2.5489  1.6472  5.4888  -0.428
H  2.6936  4.4545  5.8806  0.266
H  1.0922  4.3616  6.6545  0.300
H  3.0060  2.5845  7.4125  0.319
H  1.3250  2.0701  7.1938  0.269
H  3.5988  1.7599  5.2046  0.254
H  2.3039  0.5962  5.6584  0.298



DFT (ωB97M-V with the def2-TZVPD basis set) results for a structure of composition C36H46BaN3O7S.

As for the total charge: -1. For the orbital gap, the calculation gives 5.84 eV.

Last column: Mulliken charge in e.
Element x y z (Å)
Ba  0.2467  0.1784  0.3951  1.475
C  -0.1252  -2.2071  -1.3745  -0.824
C  -0.8386  -1.2000  -2.0997  0.916
C  0.1573  -0.3141  -2.6298  -0.468
C  1.4197  -0.8425  -2.2482  0.093
C  1.2564  -2.0172  -1.5039  -0.116
C  2.3098  -3.0562  -1.1739  2.453
C  2.1662  -3.5599  0.2658  -1.866
C  2.1038  -4.2469  -2.1268  -1.815
C  3.7279  -2.5273  -1.3941  -2.092
C  0.0749  0.9501  -3.4959  2.519
C  -0.5542  0.6669  -4.8686  -1.810
C  1.4879  1.4849  -3.7821  -2.413
C  -0.6724  2.0961  -2.8023  -1.501
C  -2.3212  -1.4382  -2.4450  2.246
C  -3.1966  -0.1902  -2.5821  -1.957
C  -2.9950  -2.3054  -1.3653  -2.100
C  -2.3892  -2.2311  -3.7609  -1.835
H  -0.5772  -3.0648  -0.8960  0.156
H  2.3777  -0.4095  -2.4919  0.431
H  1.1838  -4.0089  0.4268  0.258
H  2.3000  -2.7389  0.9711  0.259
H  2.9210  -4.3226  0.4801  0.456
H  1.1059  -4.6712  -1.9995  0.311
H  2.8443  -5.0301  -1.9391  0.441
H  2.1989  -3.9187  -3.1636  0.359
H  3.9181  -1.6517  -0.7790  0.240
H  3.8814  -2.2611  -2.4421  0.301
H  4.4565  -3.3031  -1.1407  0.475
H  -0.0237  -0.1532  -5.3583  0.298
H  -0.4769  1.5537  -5.5037  0.485
H  -1.6067  0.3957  -4.8098  0.278
H  2.0892  0.7551  -4.3252  0.409
H  2.0134  1.7477  -2.8618  0.340
H  1.4104  2.3860  -4.3951  0.479
H  -1.6787  1.8303  -2.5060  -0.020
H  -0.7200  2.9712  -3.4588  0.557
H  -0.1371  2.4043  -1.8999  0.176
H  -3.1618  0.4109  -1.6787  0.126
H  -4.2337  -0.4933  -2.7545  0.618
H  -2.9038  0.4436  -3.4172  0.169
H  -2.9009  -1.8540  -0.3787  0.304
H  -2.5756  -3.3108  -1.3329  0.343
H  -4.0598  -2.4036  -1.5955  0.506
H  -1.9633  -1.6695  -4.5905  0.257
H  -3.4266  -2.4791  -4.0080  0.483
H  -1.8229  -3.1591  -3.6607  0.271
O  2.6957  1.6575  0.3616  -0.844
C  3.2814  0.6531  0.8347  0.921
O  2.8500  -0.5266  0.8728  -0.668
C  4.6713  0.8539  1.4361  -0.055
C  5.2001  2.1328  1.5521  -0.206
C  6.4538  2.3317  2.1050  -0.567
C  7.1743  1.2271  2.5321  0.039
C  6.6704  -0.0600  2.4200  -0.472
C  5.4112  -0.2384  1.8715  -0.212
N  8.5040  1.4254  3.1180  1.010
O  8.9191  2.5585  3.2311  -0.634
O  9.1105  0.4521  3.5096  -0.630
H  4.6055  2.9628  1.1942  0.483
H  6.8828  3.3166  2.2080  0.470
H  7.2648  -0.8938  2.7606  0.478
H  4.9772  -1.2238  1.7708  0.481
N  0.1869  1.8555  7.2825  -0.558
C  0.3696  1.5031  5.9559  0.971
C  0.3388  0.1699  5.5529  -0.622
C  0.5488  -0.1277  4.2227  -0.743
N  0.7958  0.7862  3.2839  0.158
C  0.8304  2.0600  3.6805  -0.550
C  0.6364  2.4637  4.9845  -0.700
H  -0.3151  1.1897  7.8454  0.219
H  -0.1035  2.8055  7.4435  0.222
H  0.1418  -0.6205  6.2653  0.315
H  0.5221  -1.1601  3.8932  0.467
H  1.0283  2.7949  2.9097  0.429
H  0.6746  3.5145  5.2392  0.302
C  -8.5963  1.3548  -0.0737  -1.461
C  -7.1308  1.3105  0.2707  1.055
C  -6.5747  0.2060  0.9015  -0.804
C  -5.2193  0.1620  1.2067  -0.212
C  -4.4127  1.2388  0.8786  -0.197
C  -4.9501  2.3524  0.2438  -0.632
C  -6.3005  2.3822  -0.0530  -0.740
S  -2.6779  1.1944  1.2211  1.393
O  -2.4119  2.0085  2.3885  -0.763
O  -2.3587  -0.2235  1.4237  -0.750
O  -2.0474  1.7309  0.0123  -0.553
H  -9.1009  0.4400  0.2347  0.335
H  -8.7420  1.4749  -1.1485  0.317
H  -9.0898  2.1952  0.4182  0.333
H  -7.2052  -0.6401  1.1488  0.263
H  -4.7789  -0.7059  1.6747  0.431
H  -4.3011  3.1729  -0.0283  0.461
H  -6.7191  3.2469  -0.5558  0.350



Question: orbital gap of number 1 (C36H45NO10)?
Answer: 7.14 eV



Question: The highest total charge belongs to which entry?
Answer: C36H45NO10